Record 1
The following is a DFT calculation (ωB97M-V/def2-TZVPD) of 2 unconnected molecules or ions with the total composition C2H2N2OS2 in a non-equilibrium geometry.

Properties
- Spin multiplicity: 3
- E_HOMO (alpha / beta): -0.2500 / -0.3582 Eh
- Energy relative to the best compared isomer or geometry (same formula, charge and spin): 28.3 kcal/mol
- LUMO (alpha / beta): -0.2 / -1.3 eV
- Charge: 0
- Frontier orbital gap (alpha / beta): 6.64 / 8.42 eV

Last column: Löwdin charge in e.
Element x y z (Å)
C1 1.689 1.114 0.005  -0.780
C2 2.630 -1.286 -0.305  -0.915
N1 0.521 0.918 -0.538  -0.192
N2 -0.459 0.218 -0.134  0.131
O1 2.102 -1.337 -1.334  0.092
S1 2.662 1.830 0.986  0.682
S2 3.487 -1.400 0.978  0.802
H1 0.724 1.086 -1.481  0.124
H2 -1.015 -0.101 -0.892  0.054

Record 2
The following is a DFT calculation (ωB97M-V/def2-TZVPD) of a molecular structure, C10H19NOsS4 in a non-equilibrium geometry.

Properties
- Spin multiplicity: 1
- E_HOMO (alpha / beta): -0.8955 / -0.8957 Eh
- LUMO (alpha / beta): -17.9 / -17.9 eV
- Charge: +4
- Frontier orbital gap (alpha / beta): 6.44 / 6.44 eV

Last column: Löwdin charge in e.
Element x y z (Å)
Os1 0.372 -0.373 -0.923  0.888
C1 0.541 -2.194 1.912  -0.384
C2 -0.492 -2.955 1.096  -0.371
S1 -1.179 -2.028 -0.336  0.972
C3 -2.641 -1.186 0.250  -0.434
C4 -2.335 -0.006 1.123  -0.403
S2 -1.425 1.181 0.109  1.064
C5 -0.339 1.965 1.316  -0.423
C6 0.767 2.641 0.558  -0.414
S3 1.700 1.528 -0.500  0.973
C7 3.062 0.869 0.517  -0.405
C8 2.617 -0.108 1.588  -0.377
S4 1.646 -1.381 0.725  0.907
H1 1.131 -2.901 2.502  0.138
H2 0.127 -1.453 2.596  0.102
H3 -1.335 -3.275 1.715  0.136
H4 -0.064 -3.859 0.654  0.123
H5 -3.284 -1.919 0.751  0.144
H6 -3.172 -0.890 -0.660  0.120
H7 -1.803 -0.206 2.052  0.105
H8 -3.296 0.454 1.393  0.146
H9 -0.032 1.230 2.058  0.089
H10 -0.899 2.750 1.842  0.148
H11 1.459 3.167 1.224  0.143
H12 0.381 3.403 -0.128  0.123
H13 3.609 1.714 0.948  0.141
H14 3.738 0.400 -0.205  0.119
H15 2.035 0.329 2.400  0.108
H16 3.499 -0.585 2.028  0.139
C9 -0.826 0.692 -5.235  0.053
C10 -0.556 0.470 -3.843  -0.068
N1 -0.344 0.286 -2.717  -0.030
H17 -1.718 1.313 -5.360  0.140
H18 -0.973 -0.269 -5.742  0.144
H19 0.027 1.197 -5.705  0.145

Record 3
The following is a DFT calculation (ωB97M-V/def2-TZVPD) of C2H2N2O2S in the gas phase in a non-equilibrium geometry.

Properties
- Spin multiplicity: 3
- E_HOMO (alpha / beta): -0.2579 / -0.4268 Eh
- Energy relative to the best compared isomer or geometry (same formula, charge and spin): 79.5 kcal/mol
- LUMO (alpha / beta): -1.0 / -4.3 eV
- Charge: 0
- Frontier orbital gap (alpha / beta): 6.00 / 7.27 eV

Last column: Löwdin charge in e.
Element x y z (Å)
C1 -1.253 -0.906 0.338  -0.249
C2 -1.118 0.289 -0.447  -0.029
N1 -1.180 -1.789 1.048  0.202
N2 0.597 0.534 -0.976  -0.071
O1 3.042 0.393 -0.190  -0.321
O2 1.299 0.005 1.517  -0.340
S1 1.630 0.281 0.153  0.654
H1 -1.409 0.155 -1.450  0.086
H2 -1.608 1.039 0.008  0.069